Entry 1:
Below is a molecular structure, C6H12EuOP, with properties calculated with the ωB97M-V functional and the def2-TZVPD basis.

Its spin multiplicity is 8. The LUMO energy (spin up / spin down) comes out at 3.28 / 3.09 eV. The calculation puts the HOMO energy (spin up / spin down) at -0.89 / -1.74 eV. The net charge is -1. As for the gap between HOMO and LUMO (spin up / spin down): 0.1532 / 0.1774 Eh. As for the expectation value of S²: 15.84.

```
21
Properties=species:S:1:pos:R:3:lowdin_charge:R:1
Eu 1.1263 -0.6189 -0.2896 0.97
P 0.4303 2.3535 0.4284 0.63
O -0.3399 -0.2848 1.5642 -0.43
C 0.1611 -0.3025 2.8938 -0.16
C -0.4454 0.7369 -1.3004 -0.41
C -0.3607 -2.2663 -1.5993 -0.43
C -0.6972 -1.9025 -0.3393 -0.30
C 0.1441 0.0572 -2.3650 -0.48
C 0.2140 -1.3635 -2.5512 -0.34
H 0.3318 3.5696 -0.2691 -0.15
H 1.3921 2.8368 1.3358 -0.21
H -1.0938 -2.5778 0.4404 -0.01
H -1.2692 -0.6222 1.4912 0.09
H -0.5961 -0.7530 3.5671 0.09
H -0.6720 1.8205 -1.5372 -0.05
H -0.5485 -3.2874 -1.9544 0.06
H 0.4216 0.6584 -3.2390 0.06
H 0.4207 0.7483 3.1187 0.06
H -0.8407 2.5169 1.0675 -0.11
H 0.4773 -1.7590 -3.5493 0.06
H 1.0887 -0.9104 2.8606 0.06
```

***

Entry 2:
Below is a single C6H12FN molecule, with properties calculated with the ωB97M-V functional and the def2-TZVPD basis.

The LUMO energy comes out at 0.91 eV. The calculation puts the HOMO energy at -9.21 eV. The calculation puts the energy above the lowest of the compared OMol25 structures with the same formula, charge and spin at 410.1 kJ/mol. As for the gap between HOMO and LUMO: 0.3719 Eh.

```
20
Properties=species:S:1:pos:R:3:lowdin_charge:R:1
F -2.0196 -0.4388 -1.2151 -0.08
N 1.7536 -0.7268 0.1452 0.03
C -0.5501 1.8075 0.7765 -0.07
C -0.0514 0.4433 0.0721 -0.46
C -0.5554 -2.0448 0.5198 -0.02
C 1.3986 0.5697 -0.3070 -0.28
C 0.3811 -0.7629 0.8988 -0.22
C -0.8416 0.3267 -1.3315 -0.13
H -1.5645 -2.1094 0.7332 0.04
H 0.5620 -0.7120 1.9501 0.12
H -0.0410 2.8433 0.1763 0.15
H -1.7623 2.0040 1.0082 0.13
H 1.6403 1.6045 0.2932 0.15
H 0.0824 1.6425 1.6560 0.04
H -0.2653 -3.0172 0.8534 0.05
H -0.2768 -2.1189 -0.5989 0.09
H 1.5031 -1.3027 -0.6840 0.10
H -0.1564 -0.2043 -2.1124 0.14
H -0.9803 1.3899 -1.5624 0.11
H 1.7438 0.8067 -1.2715 0.10
```

***

Entry 3:
Below is a molecular structure, C6H12K2NO13S2, with properties calculated with the ωB97M-V functional and the def2-TZVPD basis.

The LUMO energy comes out at -3.63 eV. The calculation puts the HOMO energy at -12.48 eV. The calculation puts the energy above the lowest of the compared OMol25 structures with the same formula, charge and spin at 0.0 kJ/mol. The net charge is +1. As for the gap between HOMO and LUMO: 0.3251 Eh.

```
36
Properties=species:S:1:pos:R:3:lowdin_charge:R:1
K -23.5825 16.9073 2.5345 0.93
K -23.3540 21.0624 0.5559 0.95
S -22.5392 23.7990 3.3462 0.57
S -20.2072 18.5453 5.1063 0.58
O -20.5785 18.1007 3.7989 -0.26
O -21.5235 18.9457 5.9151 -0.18
O -19.3937 17.7592 5.9235 -0.17
O -22.3302 22.6544 2.5175 -0.33
O -25.6627 21.4274 2.3271 -0.06
O -26.1839 20.0873 4.0512 0.08
O -29.0674 21.5879 7.1320 0.11
O -24.3955 19.6477 2.7754 -0.20
O -23.8254 24.5893 2.9217 -0.16
O -27.5212 22.2218 5.7793 0.03
O -21.4851 24.7083 3.5115 -0.17
O -23.0766 23.2618 4.7397 -0.19
O -19.6614 20.0284 4.9893 -0.17
N -27.9226 21.8525 6.8740 -0.43
C -25.0114 24.1467 3.6244 -0.11
C -20.7623 20.9789 5.0552 -0.12
C -22.0191 20.1201 5.2361 -0.16
C -26.8827 21.5872 7.9071 0.06
C -25.3754 20.4146 3.0027 -0.82
C -24.4972 23.4078 4.8809 -0.12
H -24.7256 24.0205 5.7492 0.13
H -22.7826 20.6097 5.8278 0.13
H -26.2964 22.4986 8.0061 0.10
H -27.3613 21.4096 8.8629 0.10
H -24.9546 22.4267 4.9795 0.10
H -20.5235 21.6155 5.9034 0.14
H -22.4052 19.8138 4.2645 0.10
H -25.6770 23.5790 2.9841 0.11
H -26.8024 20.8335 4.0837 0.09
H -26.2913 20.7524 7.5508 0.10
H -20.7838 21.5548 4.1348 0.11
H -25.5131 25.0699 3.9089 0.14
```

***

Entry 4:
Below is a gas-phase ion, C6H12N (charge +1), with properties calculated with the ωB97M-V functional and the def2-TZVPD basis.

The LUMO energy comes out at -3.60 eV. The calculation puts the HOMO energy at -12.71 eV. The calculation puts the energy above the lowest of the compared OMol25 structures with the same formula, charge and spin at 137.1 kJ/mol. The net charge is +1. As for the gap between HOMO and LUMO: 0.3349 Eh.

```
19
Properties=species:S:1:pos:R:3:lowdin_charge:R:1
N 1.6822 1.3236 -0.6517 0.21
C -0.3855 -0.6933 -0.1108 -0.35
C 0.2696 -1.8513 -0.2904 0.09
C -0.9134 -0.2756 1.2056 -0.15
C -1.0466 -0.9721 2.3122 0.05
C 0.2672 1.6570 -0.9281 -0.13
C -0.4700 0.3315 -1.1838 -0.17
H 2.1133 0.9800 -1.5159 0.18
H 2.2357 2.1123 -0.3298 0.18
H -1.0923 -2.0669 2.2882 0.08
H 0.6275 -2.1524 -1.2679 0.07
H 0.3259 -2.6105 0.4825 0.08
H -1.2290 0.7714 1.2214 0.10
H -0.0424 -0.1007 -2.1108 0.13
H 1.8028 0.5499 0.0140 0.17
H -0.1566 2.1212 -0.0352 0.13
H -1.5102 0.4331 -1.5164 0.14
H -1.5064 -0.6275 3.2256 0.07
H 0.0885 2.2476 -1.8216 0.14
```

***

Entry 5:
Below is a gas-phase ion, C6H12N (charge +1), with properties calculated with the ωB97M-V functional and the def2-TZVPD basis.

The LUMO energy comes out at -5.43 eV. The calculation puts the HOMO energy at -14.28 eV. The calculation puts the energy above the lowest of the compared OMol25 structures with the same formula, charge and spin at 260.5 kJ/mol. The net charge is +1. As for the gap between HOMO and LUMO: 0.3256 Eh.

```
19
Properties=species:S:1:pos:R:3:lowdin_charge:R:1
N 1.1898 1.2694 -1.4719 0.11
C -0.4016 -0.5351 -1.5487 0.13
C 0.0149 0.4035 0.7151 -0.17
C 0.3620 0.2460 -0.8031 -0.24
C 0.6449 2.3946 -1.7137 0.19
C -0.8675 -1.9086 1.3673 -0.13
C 0.1946 -0.8470 1.5996 -0.24
H -0.6060 -2.9197 1.0729 0.07
H 0.0978 -0.3786 2.5984 0.12
H -0.3499 -0.6600 -2.6221 0.09
H 1.1858 -1.3037 1.5073 0.12
H 0.5355 1.2363 1.1717 0.10
H -1.4785 -2.1388 2.3374 0.11
H -1.7356 -1.5325 0.7764 0.07
H 2.1975 1.1724 -1.4490 0.18
H 1.3338 3.2364 -1.8546 0.13
H -0.9207 0.8975 1.0218 0.13
H -0.9753 -1.2786 -0.9929 0.07
H -0.4215 2.6465 -1.7117 0.15
```

***

Entry 6:
Below is 2 unconnected molecules or ions with the total composition C6H12N, with properties calculated with the ωB97M-V functional and the def2-TZVPD basis.

The LUMO energy comes out at -8.82 eV. The calculation puts the HOMO energy at -13.15 eV. The calculation puts the energy above the lowest of the compared OMol25 structures with the same formula, charge and spin at 792.3 kJ/mol. The net charge is +1. As for the gap between HOMO and LUMO: 0.1591 Eh.

```
19
Properties=species:S:1:pos:R:3:lowdin_charge:R:1
N 4.4296 0.8980 -0.1733 0.03
C -1.8779 0.2118 1.4007 -0.03
C -2.4814 -0.1071 0.0388 -0.22
C -1.5260 -0.8149 -0.8867 -0.21
C 3.7784 -0.2000 0.0376 -0.12
C -0.3619 0.0324 -1.1056 -0.03
C 0.5290 -0.0962 -0.0850 0.28
H -3.4234 -0.6420 -0.0248 0.13
H -1.1594 -1.6530 -0.2702 0.13
H -0.8023 0.5009 1.1979 0.06
H -1.7575 -0.7262 1.9858 0.11
H -0.4082 0.8158 -1.8768 0.18
H -2.6066 0.8470 -0.5138 0.13
H 1.0152 0.9500 0.2015 0.18
H 3.8414 1.6160 -0.6430 0.04
H 4.2706 -0.7971 0.7764 0.06
H -1.9270 -1.3298 -1.7398 0.15
H 2.8205 -0.4463 -0.4038 0.01
H -2.3529 0.9407 2.0839 0.11
```

***

| no. | maximum force (eV/Å) |
| --- | --- |
| 1 | 3.2 |
| 2 | 5.2 |
| 3 | 1.4 |
| 4 | 2.5 |
| 5 | 3.9 |
| 6 | 5.7 |